Density functional theory data (the ωB97M-V functional and the def2-TZVPD basis) for a molecular structure, C25H20BrCl3N3O3SbSe4SiTi.

Structure (XYZ):
```
62
Properties=species:S:1:pos:R:3:forces:R:3:nbo_charge:R:1
Ti 0.3697 1.7762 0.4320 -0.15 0.02 -0.19 0.970
Br -2.0771 -2.9487 3.6590 -0.10 -0.48 -0.27 -0.016
C -2.2203 -2.3593 1.8343 -0.17 -0.01 -0.07 0.179
C -3.4790 -2.3733 1.2554 0.05 0.07 0.05 -0.292
C -3.5527 -2.0013 -0.0759 -0.04 0.05 -0.05 -0.133
C -2.3895 -1.6557 -0.7458 -0.09 0.08 0.05 -0.233
C -1.2054 -1.6297 -0.0323 -0.08 0.01 0.00 0.126
N -1.1146 -1.9790 1.2555 0.11 -0.12 -0.02 -0.435
C 0.0527 -1.1481 -0.7051 0.13 -0.34 -0.09 0.797
O 0.6117 -1.8271 -1.5507 -0.08 0.11 0.10 -0.634
O 0.4635 0.0050 -0.3069 0.21 0.06 0.11 -0.714
H -4.3560 -2.6160 1.8357 -0.01 -0.05 -0.02 0.226
H -4.5095 -1.9413 -0.5775 0.01 0.01 0.00 0.243
H -2.4105 -1.3367 -1.7770 -0.04 0.03 -0.09 0.260
C 0.1160 1.0335 2.3830 0.17 0.08 -0.11 -0.290
C 0.1216 0.7288 3.5600 -0.18 -0.09 -0.03 -0.067
C 0.1346 0.3569 4.9395 0.12 0.02 0.10 -0.126
C -0.8319 -0.5022 5.4732 -0.06 0.21 -0.01 -0.191
C -0.7870 -0.8698 6.8079 0.02 0.02 -0.02 -0.208
C 0.2192 -0.3938 7.6399 0.01 -0.01 -0.01 -0.245
C 1.1790 0.4670 7.1236 0.00 0.00 0.01 -0.243
C 1.1367 0.8422 5.7898 -0.02 0.00 -0.01 -0.157
H -1.6108 -0.8746 4.8196 0.19 0.28 0.28 0.236
H -1.5463 -1.5346 7.2018 -0.02 -0.01 0.00 0.202
H 0.2509 -0.6863 8.6825 0.00 0.00 0.01 0.196
H 1.9609 0.8569 7.7649 0.00 0.00 0.00 0.197
H 1.8680 1.5344 5.3905 0.01 -0.01 0.00 0.207
Cl 0.9506 3.7864 1.3692 0.02 -0.04 -0.09 -0.372
Si -1.3446 3.4664 -2.0539 0.08 -0.04 0.10 0.798
Cl -0.7920 5.3971 -1.2889 -0.04 -0.04 -0.01 -0.533
Cl 0.9052 2.5842 -1.9583 0.01 0.04 0.25 -0.441
C 5.6996 -1.9138 0.8728 -0.11 -0.12 -0.01 -0.420
N 5.1129 -0.6702 1.3405 0.27 0.21 -0.04 -0.217
N 4.3002 0.0118 0.4402 -0.17 -0.11 0.02 -0.269
C 3.2481 0.6019 1.0998 -0.08 -0.26 -0.24 0.654
O 2.4612 1.3416 0.5082 0.20 0.27 0.22 -0.624
C 3.3576 0.1704 2.4677 0.03 0.03 0.04 -0.363
C 4.4594 -0.6070 2.5540 -0.07 0.00 0.07 0.235
C 4.9814 -1.3621 3.7261 0.01 0.01 0.00 -0.654
C 4.6617 0.2576 -0.9065 0.00 0.02 0.00 0.194
C 5.9589 0.6331 -1.2316 0.01 0.00 0.00 -0.257
C 6.2760 0.8940 -2.5563 0.00 -0.01 0.01 -0.224
C 5.2949 0.8102 -3.5348 -0.01 0.00 0.00 -0.223
C 3.9989 0.4485 -3.1919 0.00 0.00 -0.01 -0.177
C 3.6732 0.1525 -1.8777 0.02 0.01 0.02 -0.199
H 6.1178 -1.7587 -0.1180 0.03 0.01 0.01 0.228
H 4.9613 -2.7208 0.8219 -0.01 0.01 -0.02 0.200
H 6.5043 -2.1929 1.5499 -0.02 -0.01 0.01 0.205
H 2.6578 0.4347 3.2398 0.00 0.00 0.02 0.267
H 4.3749 -1.1305 4.5987 0.00 0.00 0.00 0.245
H 6.0189 -1.0960 3.9370 0.00 -0.01 0.00 0.218
H 4.9348 -2.4398 3.5560 -0.01 0.00 0.00 0.223
H 6.7001 0.7362 -0.4485 0.00 -0.01 0.00 0.211
H 7.2852 1.1862 -2.8187 0.00 0.00 0.00 0.202
H 5.5384 1.0393 -4.5646 0.00 -0.01 0.00 0.205
H 3.2246 0.3974 -3.9455 0.00 0.00 0.00 0.228
H 2.6661 -0.1402 -1.6044 0.00 0.00 -0.02 0.278
Se -5.8654 1.0112 0.2351 0.09 0.05 -0.10 -0.735
Sb -4.5283 2.0361 -1.4746 -0.35 -0.28 -0.38 1.104
Se -1.9304 2.1220 -0.0076 0.09 0.37 -0.02 -0.427
Se -3.9450 0.7908 -3.4569 -0.03 -0.03 0.33 -0.741
Se -4.5410 4.4048 -1.8232 0.05 -0.04 0.14 -0.674
```
Forces are in eV/Å.

Values from the calculation:
HOMO-LUMO gap ... 0.2079 hartree
Total charge ... -2
Largest force on an atom ... 0.01149 hartree/bohr
LUMO level ... 3.458 eV
Energy above the lowest of the compared OMol25 structures with the same formula, charge and spin ... 138.4 kJ/mol